Record 1
DFT (wB97M-V/def2-TZVPD) results for a molecular structure, C11H23NO17S4 at a distorted geometry.

Each line ends with the natural charge from an NBO analysis.
Atoms and positions in Å:
C (-3.269, -0.622, 1.010)  0.5083
O (-3.700, 0.419, 1.553)  -0.6778
N (-2.912, -1.671, 1.772)  -0.4137
C (-2.700, -2.993, 1.218)  -0.4186
C (-2.857, -1.377, 3.195)  -0.4091
H (-3.216, -0.701, -0.073)  0.1457
H (-2.403, -2.920, 0.109)  0.2366
H (-3.499, -3.684, 1.400)  0.1941
H (-1.828, -3.479, 1.644)  0.2010
H (-3.848, -1.548, 3.603)  0.1928
H (-2.199, -2.048, 3.676)  0.1988
H (-2.589, -0.274, 3.268)  0.2470
C (-0.867, 2.081, 1.127)  -0.1063
C (0.164, 2.628, 2.031)  -0.1180
O (1.341, 2.581, 1.240)  -0.6977
S (1.420, 1.302, 0.408)  2.5664
O (2.100, 0.234, 1.111)  -0.9250
O (1.862, 1.660, -0.927)  -0.9191
O (-0.107, 1.000, 0.438)  -0.7113
H (-1.164, 2.772, 0.304)  0.1976
H (-1.737, 1.528, 1.517)  0.2707
H (0.284, 2.032, 2.908)  0.2156
H (0.106, 3.642, 2.357)  0.2178
C (1.673, -1.628, -3.128)  -0.1019
C (1.045, -2.444, -4.245)  -0.1251
O (-0.284, -1.956, -4.284)  -0.6627
S (-0.734, -1.647, -2.773)  2.5750
O (-1.194, -2.817, -2.175)  -0.9270
O (-1.488, -0.457, -2.935)  -0.9239
O (0.639, -1.400, -2.079)  -0.6887
H (2.060, -0.704, -3.452)  0.2204
H (2.431, -2.228, -2.554)  0.2107
H (1.178, -3.519, -4.149)  0.1968
H (1.512, -2.146, -5.218)  0.2276
C (2.811, -0.625, 4.711)  -0.1151
C (2.636, 0.650, 5.693)  -0.0849
O (1.223, 0.785, 5.651)  -0.7124
S (0.412, -0.517, 5.175)  2.5716
O (-0.188, -0.194, 3.922)  -0.9247
O (-0.389, -0.935, 6.248)  -0.8911
O (1.657, -1.453, 5.012)  -0.6895
H (3.758, -1.157, 4.971)  0.2157
H (2.695, -0.405, 3.653)  0.2286
H (3.126, 1.523, 5.204)  0.2074
H (3.033, 0.464, 6.684)  0.1971
C (0.271, 2.251, -3.866)  -0.0906
C (-0.472, 2.762, -5.116)  -0.1188
O (0.448, 2.577, -6.191)  -0.6752
S (1.252, 1.198, -5.913)  2.5809
O (2.576, 1.338, -6.359)  -0.8963
O (0.460, 0.099, -6.298)  -0.9272
O (1.183, 1.235, -4.381)  -0.7237
H (-0.390, 1.714, -3.105)  0.2392
H (0.848, 2.989, -3.388)  0.2009
H (-0.729, 3.812, -5.021)  0.2084
H (-1.441, 2.273, -5.181)  0.2029

Atoms 1-2, force components in eV/Å:
-1.2 1.1 1.5
0.8 -0.7 -1.2

The value obtained for the HOMO energy is -9.12 eV. As for the relative energy (zero: lowest compared OMol25 entry of this formula, charge and spin): 0.0 kJ/mol.

***

Record 2
DFT (wB97M-V/def2-TZVPD) results for 3 unconnected molecules or ions with the total composition C11H23NO6PS3 at a distorted geometry.

Each line ends with the natural charge from an NBO analysis.
Atoms and positions in Å:
S (0.344, 5.401, -0.890)  -0.5154
P (-0.660, 4.154, -1.975)  0.8141
C (0.103, 3.817, -3.624)  -0.2090
C (0.090, 4.857, -4.557)  -0.2162
C (0.634, 4.643, -5.787)  0.0857
N (1.147, 3.443, -6.089)  -0.4143
C (1.167, 2.430, -5.222)  0.0962
C (0.660, 2.585, -3.965)  -0.2185
H (-0.825, 2.878, -1.382)  0.0437
H (-1.910, 4.760, -2.253)  0.0103
H (-0.332, 5.832, -4.327)  0.2694
H (0.671, 5.430, -6.535)  0.2540
H (1.535, 3.319, -7.019)  0.4530
H (1.624, 1.487, -5.513)  0.2573
H (0.680, 1.781, -3.231)  0.2840
O (0.338, 1.690, 0.344)  -0.9622
S (1.755, 1.453, 0.271)  2.3879
O (2.383, 1.124, -0.978)  -0.9571
O (2.159, 0.383, 1.362)  -0.7132
C (1.466, -0.888, 1.373)  -0.0791
C (1.953, -1.811, 0.276)  -0.6410
C (2.603, 2.819, 0.986)  -0.8902
H (0.388, -0.732, 1.311)  0.2016
H (1.669, -1.339, 2.342)  0.2120
H (1.685, -1.430, -0.710)  0.2100
H (1.507, -2.799, 0.390)  0.2362
H (3.039, -1.903, 0.303)  0.2191
H (2.151, 3.048, 1.947)  0.2601
H (2.496, 3.664, 0.307)  0.2616
H (3.652, 2.558, 1.098)  0.2592
O (-3.010, -4.298, 1.492)  -0.9324
S (-2.420, -3.492, 2.515)  2.3881
O (-1.027, -3.159, 2.482)  -0.9519
O (-2.769, -4.118, 3.935)  -0.7200
C (-2.448, -5.505, 4.166)  -0.0789
C (-0.969, -5.713, 4.428)  -0.6405
C (-3.353, -2.009, 2.699)  -0.8869
H (-2.792, -6.116, 3.330)  0.2009
H (-3.019, -5.805, 5.043)  0.2006
H (-0.377, -5.502, 3.537)  0.2224
H (-0.778, -6.744, 4.725)  0.2229
H (-0.620, -5.044, 5.215)  0.2179
H (-4.408, -2.263, 2.765)  0.2561
H (-3.167, -1.394, 1.820)  0.2479
H (-3.018, -1.492, 3.595)  0.2545

Atoms 1-2, force components in eV/Å:
0.3 -0.1 -0.2
0.4 0.7 1.0

Its charge is +1. The value obtained for the HOMO energy is -11.94 eV.

***

Record 3
DFT (wB97M-V/def2-TZVPD) results for 2 unconnected molecules or ions with the total composition C11H23PS at a distorted geometry.

Each line ends with the natural charge from an NBO analysis.
Atoms and positions in Å:
C (-0.325, 2.586, 1.637)  -1.1973
P (-1.052, 1.650, 0.532)  1.2549
S (-3.165, 2.020, 0.026)  -0.3727
C (-1.123, -0.140, 0.390)  -0.5978
C (-2.050, -0.809, 1.445)  -0.3985
C (-1.984, -2.344, 1.424)  -0.4039
C (-2.090, -2.956, 0.012)  -0.3920
C (-1.245, -2.191, -1.028)  -0.4200
C (-1.510, -0.669, -1.015)  -0.3890
H (-0.646, 3.575, 1.439)  0.2493
H (-0.301, 2.303, 2.654)  0.2443
H (-0.709, 2.111, -0.886)  -0.0446
H (-3.600, 1.771, 1.161)  0.1092
H (-0.066, -0.569, 0.528)  0.2493
H (-3.175, -0.513, 1.106)  0.2061
H (-1.757, -0.512, 2.438)  0.2164
H (-2.721, -2.708, 2.176)  0.2205
H (-0.923, -2.494, 1.724)  0.1865
H (-1.679, -4.043, 0.090)  0.2189
H (-3.237, -2.840, -0.260)  0.1966
H (-0.279, -2.183, -0.693)  0.2022
H (-1.686, -2.564, -1.959)  0.2302
H (-0.817, -0.253, -1.683)  0.2090
H (-2.565, -0.480, -1.277)  0.2237
C (2.904, 0.218, 0.232)  -0.4229
C (2.476, 0.833, -0.774)  0.0284
C (2.375, 2.386, -0.768)  -0.6546
C (1.890, 0.239, -2.015)  -0.6469
H (3.110, -0.908, 0.260)  0.1974
H (3.165, 0.867, 0.994)  0.2020
H (2.137, 2.832, 0.203)  0.2414
H (1.552, 2.666, -1.423)  0.2011
H (3.308, 2.689, -1.208)  0.2167
H (0.931, 0.595, -2.215)  0.2057
H (2.517, 0.363, -2.969)  0.2240
H (1.695, -0.853, -1.854)  0.2062

Atoms 1-2, force components in eV/Å:
0.5 -0.5 0.5
-1.5 0.5 -4.0

The value obtained for the HOMO energy is -7.86 eV. As for the relative energy (zero: lowest compared OMol25 entry of this formula, charge and spin): 399.7 kJ/mol.

***

Record 4
DFT (wB97M-V/def2-TZVPD) results for a molecular structure, C11H24BIN3O5S at a distorted geometry.

Each line ends with the natural charge from an NBO analysis.
Atoms and positions in Å:
C (1.618, 3.270, 0.942)  -0.4054
C (1.151, 2.480, -0.045)  -0.1824
C (-0.328, 2.381, -0.272)  -0.4813
C (-0.906, 1.022, -0.639)  -0.0350
C (-0.709, -0.133, 0.335)  -0.0319
C (0.679, -0.724, 0.477)  -0.4374
C (1.074, -1.658, -0.677)  -0.3988
C (2.568, -2.038, -0.772)  -0.4116
C (3.369, -2.053, 0.544)  -0.6959
S (4.525, -0.725, 0.713)  2.3794
O (5.547, -0.873, -0.265)  -0.9072
O (4.908, -0.640, 2.090)  -0.9381
O (3.657, 0.569, 0.366)  -0.9164
N (-1.795, -1.046, -0.148)  -0.6019
B (-2.216, -2.250, 0.685)  1.1682
C (-1.870, -2.391, 2.200)  -1.0561
O (-2.934, -3.197, 0.016)  -0.9004
C (-2.825, -0.195, -0.303)  0.6996
N (-4.157, -0.529, -0.247)  -0.9106
N (-2.419, 1.077, -0.455)  -0.5135
I (-3.483, 2.192, -1.812)  0.4250
H (1.146, 3.199, 1.918)  0.1997
H (2.392, 4.012, 0.782)  0.2271
H (1.818, 1.874, -0.654)  0.2203
H (-0.518, 3.053, -1.115)  0.2516
H (-0.882, 2.797, 0.574)  0.2367
H (-0.845, 0.708, -1.686)  0.2175
H (-1.006, 0.261, 1.316)  0.2110
H (0.691, -1.313, 1.395)  0.2140
H (1.431, 0.049, 0.612)  0.2618
H (0.490, -2.578, -0.587)  0.2031
H (0.785, -1.209, -1.632)  0.2110
H (3.097, -1.439, -1.514)  0.2377
H (2.604, -3.056, -1.159)  0.2315
H (4.035, -2.917, 0.530)  0.2722
H (2.773, -2.137, 1.449)  0.2426
H (3.761, 1.209, 1.091)  0.5289
H (-2.362, -1.629, 2.814)  0.2582
H (-0.804, -2.349, 2.426)  0.2612
H (-2.224, -3.363, 2.542)  0.2661
H (-3.850, -3.260, 0.316)  0.5215
H (-4.662, -0.336, 0.601)  0.4348
H (-4.629, -0.894, -1.055)  0.4412
O (-2.594, 5.140, -4.006)  -0.9203
H (-2.580, 4.235, -3.683)  0.4503
H (-3.520, 5.404, -4.010)  0.4721

Atoms 1-2, force components in eV/Å:
-0.2 -0.2 -0.2
0.0 -0.2 0.6

Its charge is +1. The value obtained for the HOMO energy is -11.87 eV.